P:
The following is a DFT calculation (the ωB97M-V functional and the def2-TZVPD basis) of a cluster of 3 separate species, CH3F2N2P in total.

Geometry as ORCA input:
```
! wB97M-V def2-TZVPD RIJCOSX def2/J DEFGRID3
* xyz 0 1
P -1.84 0.18 0.38
F -0.16 -1.68 1.07
F -0.91 0.60 -1.11
N -1.88 1.65 0.85
N 1.51 -1.12 -0.60
C 2.22 -0.44 -1.11
H -2.21 1.92 1.74
H 2.81 0.26 -1.65
H 0.48 -1.37 0.43
*
```

HOMO   -10.09 eV
SMILES   [H]/N=P/F.C#N.F
Frontier orbital gap   10.40 eV


Q:
The following is a DFT calculation (the ωB97M-V functional and the def2-TZVPD basis) of a cluster of 2 separate species, CH3F2N2P in total.

Geometry as ORCA input:
```
! wB97M-V def2-TZVPD RIJCOSX def2/J DEFGRID3
* xyz 0 1
P -0.09 -1.27 1.06
F 1.19 -2.11 0.34
F -0.35 1.59 -0.16
N 0.43 -0.76 2.43
N -0.15 0.20 -1.96
C -0.32 1.29 -1.49
H -0.59 2.21 -2.11
H -0.20 -0.58 3.18
H 0.06 -0.57 -1.28
*
```

HOMO   -10.52 eV
SMILES   [H]/N=C\F.[H]/N=P/F
Frontier orbital gap   9.94 eV


Energies relative to the most stable structure, in kJ/mol: P 33.4; Q 0.0.


P:
The following is a DFT calculation (the ωB97M-V functional and the def2-TZVPD basis) of the ion C4H11N2 with charge +2.

Geometry as ORCA input:
```
! wB97M-V def2-TZVPD RIJCOSX def2/J DEFGRID3
* xyz 2 2
N -2.82 0.33 -0.11
N -0.48 0.39 0.37
C 2.32 -1.17 0.72
C -1.55 0.56 -0.39
C 1.66 -0.62 -0.53
C 0.87 0.69 -0.23
H 1.35 1.35 0.50
H -0.73 -0.02 1.27
H -3.26 0.35 0.82
H -1.38 0.73 -1.45
H 3.00 -0.47 1.25
H 1.67 -1.41 1.61
H -3.44 0.59 -0.87
H 0.61 1.19 -1.16
H 2.82 -2.13 0.49
H 2.38 -0.57 -1.37
H 0.98 -1.39 -0.91
*
```

HOMO (alpha / beta)   -21.01 / -19.96 eV
⟨S²⟩   0.760
Frontier orbital gap (alpha / beta)   11.95 / 4.93 eV


Q:
The following is a DFT calculation (the ωB97M-V functional and the def2-TZVPD basis) of the ion C4H11N2 with charge +2.

Geometry as ORCA input:
```
! wB97M-V def2-TZVPD RIJCOSX def2/J DEFGRID3
* xyz 2 2
N -0.18 -2.70 0.12
N -1.16 1.59 0.53
C 0.67 -0.44 0.37
C 1.10 0.91 -0.20
C 0.15 -1.47 -0.38
C -0.12 1.74 -0.57
H 1.77 0.73 -1.06
H -0.65 1.28 -1.53
H -0.50 -3.48 -0.47
H -1.27 0.65 0.90
H -2.17 1.94 0.25
H 0.01 -1.20 -1.46
H 1.01 -0.56 1.40
H -0.69 -2.67 0.96
H 1.81 1.51 0.40
H 0.19 2.85 -0.60
H -0.90 2.23 1.38
*
```

HOMO (alpha / beta)   -19.60 / -21.15 eV
⟨S²⟩   0.769
Frontier orbital gap (alpha / beta)   11.30 / 9.24 eV


Energies relative to the most stable structure, in kJ/mol: P 173.4; Q 0.0.


P:
The following is a DFT calculation (the ωB97M-V functional and the def2-TZVPD basis) of a cluster of 2 separate species, C10H16NS2 in total.

Geometry as ORCA input:
```
! wB97M-V def2-TZVPD RIJCOSX def2/J DEFGRID3
* xyz 1 1
S 1.44 1.91 -1.27
S 2.67 -1.56 1.34
N -0.81 0.81 0.11
C -0.90 1.14 1.57
C -1.76 1.90 -0.56
C 2.17 -1.80 -1.20
C 0.56 0.88 -0.42
C 3.50 -2.78 0.39
C 3.09 -2.84 -0.87
C -0.22 0.15 2.45
C 1.82 -1.13 -0.06
C -1.97 1.76 -2.00
C -1.46 -0.51 -0.15
H -2.65 1.92 0.06
H -0.70 -0.83 2.30
H -2.73 2.63 -2.10
H -0.15 0.52 3.49
H 0.81 0.13 1.98
H -1.94 1.30 1.87
H -1.17 2.77 -0.32
H -0.37 2.03 1.61
H -1.10 -1.35 0.48
H -1.43 -0.73 -1.14
H -2.59 0.86 -2.39
H 1.60 -1.83 -2.05
H -1.10 2.00 -2.64
H 4.24 -3.41 0.84
H -2.51 -0.45 0.12
H 3.65 -3.50 -1.45
*
```

HOMO (alpha / beta)   -12.08 / -12.08 eV
Frontier orbital gap (alpha / beta)   7.42 / 7.42 eV


Q:
The following is a DFT calculation (the ωB97M-V functional and the def2-TZVPD basis) of the ion C10H16NS2 with charge +1.

Geometry as ORCA input:
```
! wB97M-V def2-TZVPD RIJCOSX def2/J DEFGRID3
* xyz 1 1
S -2.05 -0.36 2.76
S -0.78 -1.64 -1.96
N -0.38 -1.11 0.54
C -0.94 -0.64 -0.59
C 1.59 2.18 -2.48
C -0.85 1.56 -1.71
C 0.28 -2.34 0.58
C -0.41 -0.35 1.80
C 1.07 -2.74 1.55
C -1.53 0.71 -0.62
C 0.52 -0.80 2.80
C 0.66 1.85 -1.27
C 1.16 -1.97 2.77
H -1.35 -0.90 -2.87
H 1.67 1.25 -3.02
H 1.72 -3.53 1.49
H -0.26 0.74 1.54
H 1.08 0.89 -0.85
H -2.55 0.69 -1.11
H 0.49 -0.24 3.75
H -1.34 2.55 -1.81
H 2.49 2.47 -2.06
H 1.73 -2.43 3.51
H 1.20 2.95 -3.24
H -1.54 1.13 0.31
H -0.82 1.24 -2.79
H 0.68 2.85 -0.65
H -1.56 -1.03 3.87
H 0.03 -3.01 -0.26
*
```

HOMO   -12.33 eV
Frontier orbital gap   7.63 eV


Energies relative to the most stable structure, in kJ/mol: P 314.9; Q 0.0.


P:
The following is a DFT calculation (the ωB97M-V functional and the def2-TZVPD basis) of a cluster of 2 separate species, C4H9NO3 in total.

Geometry as ORCA input:
```
! wB97M-V def2-TZVPD RIJCOSX def2/J DEFGRID3
* xyz 0 1
O -0.28 -1.20 2.20
O 0.89 -2.16 -0.02
O 0.24 0.07 -2.16
N -0.48 2.04 -0.27
C 0.74 -0.43 1.64
C 1.24 -1.05 0.31
C -1.27 0.93 -0.55
C -0.87 -0.08 -1.35
H -0.40 -1.97 1.61
H -2.17 0.83 0.03
H -0.99 2.89 -0.07
H 1.60 -0.37 2.32
H 0.49 -0.80 -2.51
H -1.53 -0.91 -1.56
H 0.40 0.60 1.44
H 2.13 -0.55 -0.10
H 0.27 2.15 -0.95
*
```

HOMO   -7.99 eV
SMILES   N/C=C\O.O=CCO
Frontier orbital gap   8.78 eV


Q:
The following is a DFT calculation (the ωB97M-V functional and the def2-TZVPD basis) of an isolated molecule of C4H9NO3.

Geometry as ORCA input:
```
! wB97M-V def2-TZVPD RIJCOSX def2/J DEFGRID3
* xyz 0 1
O -1.08 -1.12 0.42
O 0.43 0.36 -2.21
O -0.05 -0.37 1.05
N 1.66 1.16 0.80
C -0.83 1.83 -0.79
C -0.75 -2.49 0.34
C 0.18 0.76 -1.10
C 0.90 0.16 0.12
H 0.09 -2.67 -0.33
H -1.46 1.51 0.04
H -0.53 -2.90 1.33
H 2.22 0.74 1.54
H -1.65 -2.95 -0.06
H 1.58 -0.63 -0.23
H 1.04 1.84 1.23
H -1.43 2.04 -1.67
H -0.29 2.73 -0.49
*
```

HOMO   -9.55 eV
SMILES   COO[C@H](N)C(C)=O
Frontier orbital gap   10.47 eV


Energies relative to the most stable structure, in kJ/mol: P 0.0; Q 148.1.


P:
The following is a DFT calculation (the ωB97M-V functional and the def2-TZVPD basis) of a cluster of 2 separate species, C4H9NO3 in total.

Geometry as ORCA input:
```
! wB97M-V def2-TZVPD RIJCOSX def2/J DEFGRID3
* xyz 0 1
O 1.93 0.22 1.98
O -1.44 2.76 -0.13
O 1.68 -2.71 0.07
N -0.55 0.59 -0.45
C -0.56 -0.57 -1.28
C 1.12 0.97 1.38
C -1.17 1.78 -0.91
C -0.25 0.56 0.96
H -1.64 -0.68 -1.49
H -0.09 -1.50 -0.83
H -0.90 1.28 1.51
H 1.49 1.94 1.26
H 0.01 -0.64 -2.25
H -1.61 1.78 -1.86
H 0.72 -2.89 0.03
H 1.76 -2.23 0.85
H -0.50 -0.66 1.16
*
```

HOMO   -9.68 eV
SMILES   CN(C=O)CC=O.O
Frontier orbital gap   10.20 eV


Q:
The following is a DFT calculation (the ωB97M-V functional and the def2-TZVPD basis) of an isolated molecule of C4H9NO3.

Geometry as ORCA input:
```
! wB97M-V def2-TZVPD RIJCOSX def2/J DEFGRID3
* xyz 0 1
O 2.89 -0.14 0.58
O 2.07 -0.45 -1.46
O -2.40 -0.61 0.68
N 0.30 0.39 1.60
C -0.46 -0.31 -0.69
C -1.92 0.05 -0.49
C 0.51 0.48 0.17
C 1.96 0.01 -0.16
H -0.19 -0.13 -1.73
H 1.13 0.76 2.05
H -2.50 0.02 1.37
H -2.52 -0.23 -1.35
H -1.99 1.15 -0.40
H 0.11 -0.55 1.94
H -0.35 -1.36 -0.38
H 2.99 -0.63 -1.65
H 0.36 1.55 -0.05
*
```

HOMO   -9.60 eV
SMILES   N[C@H](CCO)C(=O)O
Frontier orbital gap   10.32 eV


R:
The following is a DFT calculation (the ωB97M-V functional and the def2-TZVPD basis) of an isolated molecule of C4H9NO3.

Geometry as ORCA input:
```
! wB97M-V def2-TZVPD RIJCOSX def2/J DEFGRID3
* xyz 0 1
O 0.26 2.08 -0.57
O -2.59 -0.55 -1.16
O -0.95 -2.00 -0.91
N -1.05 0.05 0.33
C 0.85 1.52 0.63
C 0.34 0.08 0.89
C -1.35 -0.89 -0.67
C 1.26 -0.88 0.17
H 2.36 -0.83 0.01
H 0.99 -1.22 -0.80
H 1.32 -1.91 0.71
H -1.53 0.85 -0.01
H 0.37 1.44 -1.21
H 1.97 1.46 0.53
H -3.20 -1.26 -1.33
H 0.57 2.22 1.45
H 0.37 -0.15 1.96
*
```

HOMO   -10.22 eV
SMILES   C[C@@H](CO)NC(=O)O
Frontier orbital gap   10.88 eV


Energies relative to the most stable structure, in kJ/mol: P 209.1; Q 0.0; R 104.8.